# 1
Entry from the Open Molecules 2025 dataset: a structure of composition C31H40BrN2O5PTa at a distorted geometry (ωB97M-V/def2-TZVPD).

Geometry (Å):
Ta1 0.92908 -0.08530 0.79030
Br1 2.57388 -1.25917 -2.06351
P1 -0.49073 1.61894 -0.49041
O1 -0.30540 1.87630 3.25535
O2 -0.10584 -0.50030 2.26635
O3 -1.91226 -1.31022 3.36714
O4 2.91048 1.13276 4.56792
O5 2.15757 0.67255 2.53541
N1 -0.24897 -1.26855 -0.28969
N2 2.89792 0.69617 -0.12064
C1 -0.75193 0.48358 -1.87466
C2 4.71060 2.27908 -0.06731
C3 -3.06487 -2.45976 -0.48661
C4 -1.03220 -1.36009 -3.91849
C5 -1.85143 -3.15174 0.08209
C6 -1.28193 -6.52673 1.74806
C7 -1.57313 0.44927 -5.59097
C8 -1.02487 -5.13768 1.24787
C9 0.23681 3.17517 -1.13781
C10 -1.03416 0.91402 -3.17164
C11 -2.94451 0.80541 0.53339
C12 -2.02193 -4.43230 0.57263
C13 2.00107 1.19696 3.64929
C14 -1.19289 -0.40777 3.16089
C15 0.19374 -4.50881 1.44801
C16 -1.19942 0.00305 -4.20849
C17 -2.09291 2.05253 0.30745
C18 -0.73448 -1.80400 -2.64603
C19 -2.86644 3.07477 -0.53168
C20 1.78630 -2.63450 1.25191
C21 -1.29892 0.99086 3.74773
C22 0.43279 -3.23275 0.96038
C23 5.29396 1.67515 -1.17420
C24 0.81762 2.04108 4.07781
C25 -0.58383 -2.55397 0.24669
C26 4.65847 0.59717 -1.76522
C27 3.47017 0.15454 -1.21996
C28 3.53552 1.77034 0.42516
C29 1.44362 3.00887 -2.06096
C30 -0.60269 -0.88342 -1.61463
C31 0.52963 4.12184 0.03125
H1 3.70165 0.63711 4.28856
H2 -1.27920 0.90513 4.83674
H3 -3.05321 2.70531 -1.54200
H4 -1.14244 -2.08364 -4.71656
H5 5.06632 0.10367 -2.63542
H6 -1.80486 2.49881 1.26449
H7 -0.61196 -2.86088 -2.44306
H8 5.16198 3.13752 0.40948
H9 0.61012 1.84156 5.13211
H10 -1.63696 -7.16615 0.93952
H11 2.33866 2.73520 -1.50890
H12 1.28003 2.27805 -2.85163
H13 2.55683 -3.40375 1.32696
H14 0.86632 5.08286 -0.35692
H15 -0.58736 3.58831 -1.72629
H16 1.64659 3.96866 -2.53672
H17 0.97672 -5.02974 1.98447
H18 2.17573 -2.00320 0.42679
H19 -3.73149 -3.19451 -0.93479
H20 -2.06197 -6.51385 2.51114
H21 -3.33674 0.44017 -0.41507
H22 -3.83939 3.22837 -0.06359
H23 -3.61677 -1.98721 0.32803
H24 1.15630 3.08223 4.01711
H25 -0.98818 -0.08113 -6.34174
H26 -2.62328 0.22646 -5.78837
H27 -1.42616 1.51893 -5.72420
H28 1.32694 3.72844 0.66691
H29 1.82420 -2.10776 2.21717
H30 3.05822 2.22923 1.27100
H31 -2.98857 -4.90459 0.43864
H32 -0.38980 -6.97431 2.17862
H33 -2.40999 -0.01664 1.00802
H34 6.22658 2.04565 -1.58062
H35 -2.38105 4.04665 -0.58840
H36 -2.85414 -1.70481 -1.23538
H37 -0.34336 4.30822 0.65638
H38 -3.79847 1.06163 1.16133
H39 -1.15626 1.96978 -3.38311
H40 -2.27515 1.39083 3.46918

Orbital gap (alpha / beta): 5.7 / 5.8 eV
Energy above the lowest of the compared OMol25 structures with the same formula, charge and spin: 180.0 kJ/mol
Highest occupied orbital energy (alpha / beta): -16.220 / -16.205 eV
Total charge: +3

# 2
Entry from the Open Molecules 2025 dataset: a structure of composition C31H40F5IrN8OSe at a distorted geometry (ωB97M-V/def2-TZVPD).

Geometry (Å):
Ir1 0.52596 0.93029 0.31730
Se1 -1.26068 -1.01636 1.65687
F1 -1.91267 3.35193 1.25085
F2 -0.56368 4.19119 -0.21449
F3 -2.47017 1.23434 -0.45452
F4 -2.65861 4.00693 -0.64767
F5 -1.26291 2.17854 -1.99005
O1 1.91456 -0.90505 1.36504
N1 0.77175 -0.60847 -1.64752
N2 2.77752 -2.22368 2.96209
N3 2.57801 2.14577 0.16031
N4 1.30109 -0.53431 3.50768
N5 -0.01388 -1.41162 -3.79918
N6 0.59803 -2.99758 -2.09339
N7 2.30284 -1.70645 -3.19384
N8 0.70578 2.15499 2.21955
C1 -5.41750 -1.01384 2.10489
C2 -4.09761 -0.59758 2.03990
C3 2.89693 -2.71835 4.31333
C4 4.20703 3.19214 -3.02233
C5 -3.75420 0.77803 2.51398
C6 1.56460 3.16010 -3.85022
C7 1.35979 -1.44871 -4.27897
C8 -2.52734 -3.74689 0.56029
C9 2.54931 3.63560 -4.69911
C10 1.98958 -1.19475 2.56621
C11 0.70408 3.35448 4.12652
C12 1.83709 2.92947 2.25425
C13 -0.13490 -0.37388 -2.79091
C14 -3.50067 -2.77444 1.15370
C15 2.14629 -0.67451 -2.17801
C16 2.76033 2.88634 1.19864
C17 1.90270 2.70208 -2.59001
C18 1.96458 -2.99266 -2.60057
C19 -7.22895 -2.73473 1.89541
C20 3.62065 2.12536 -0.83090
C21 -3.12264 -1.48980 1.57612
C22 -1.30917 1.98403 -0.61354
C23 -1.62411 3.38126 -0.05678
C24 -5.80438 -2.29651 1.73961
C25 3.86935 3.66014 -4.27992
C26 1.86175 3.67835 3.44053
C27 0.46781 -1.94441 -1.10502
C28 -0.31259 -2.69957 -3.19310
C29 0.02849 2.41624 3.34255
C30 -4.82996 -3.15344 1.25190
C31 3.22473 2.70125 -2.17111
H1 2.65153 -3.19018 -1.77215
H2 0.10343 0.58697 -3.25010
H3 -3.62685 0.77805 3.59768
H4 3.21120 -2.75030 2.22398
H5 2.62780 4.37029 3.73307
H6 -0.56055 -1.94225 -0.73571
H7 3.66768 3.48994 1.29535
H8 -2.83099 1.13079 2.06150
H9 -1.16535 -0.34850 -2.43107
H10 2.28636 4.01116 -5.67537
H11 -5.10803 -4.15099 0.93618
H12 1.44027 -0.68075 4.48876
H13 -1.33515 -2.68117 -2.80896
H14 1.60166 -0.49109 -4.74296
H15 -4.55120 1.47458 2.26378
H16 -7.90737 -2.02518 1.42409
H17 -0.22971 -3.48133 -3.95244
H18 3.55384 -3.58372 4.31823
H19 3.33158 -1.95901 4.96832
H20 2.41173 0.28541 -2.62583
H21 1.14695 2.35103 -1.89825
H22 5.23721 3.22421 -2.69556
H23 2.07737 -3.77323 -3.35661
H24 -7.48712 -2.78467 2.95402
H25 1.45152 -2.24738 -5.02153
H26 0.84173 0.31511 3.20247
H27 2.81572 -0.90088 -1.34341
H28 4.63631 4.04304 -4.93603
H29 -2.87684 -4.76777 0.70096
H30 3.90717 1.07749 -0.98145
H31 4.51337 2.65820 -0.46711
H32 -2.43443 -3.56632 -0.51197
H33 1.14647 -2.14383 -0.27409
H34 1.92505 -3.01862 4.71246
H35 0.37564 3.75428 5.06651
H36 -0.91445 1.94291 3.55431
H37 -1.53874 -3.64516 1.00755
H38 -6.16232 -0.31716 2.46279
H39 0.53251 3.15173 -4.16522
H40 -7.38899 -3.71700 1.45746

Orbital gap (alpha / beta): 6.4 / 6.1 eV
Highest occupied orbital energy (alpha / beta): -7.209 / -7.170 eV

# 3
Entry from the Open Molecules 2025 dataset: a structure of composition C31H41As3NO7Pt (ωB97M-V/def2-TZVPD).

Geometry (Å):
Pt1 -1.34530 1.01477 -2.73423
As1 0.54831 2.38352 -2.79485
As2 2.25630 3.52881 2.27550
As3 -2.11517 1.95406 -0.74074
O1 -4.82184 -2.23619 -4.21835
O2 -0.66575 -0.01238 -4.37787
O3 1.98177 0.43450 -0.83474
O4 -0.78193 -1.89591 -6.72355
O5 0.04444 -0.42509 -0.13770
O6 -3.50137 -3.05233 -6.72913
O7 -3.04956 -0.14431 -2.97508
N1 0.05729 -2.06025 1.91197
C1 1.30286 -0.31441 -0.09913
C2 -1.71278 -2.66901 3.41519
C3 -2.82594 -0.88547 -4.02055
C4 2.05986 -1.08434 0.97706
C5 1.21880 3.12967 -1.12826
C6 0.21873 3.76733 -0.15707
C7 -2.88152 0.62555 0.43913
C8 -0.37201 -4.42668 2.42601
C9 2.11380 1.59262 -3.58935
C10 0.67243 -4.87959 1.44383
C11 0.28723 3.91132 -3.97705
C12 3.43894 -0.92170 1.04945
C13 1.00685 4.41565 1.00276
C14 4.20684 -1.52820 2.03018
C15 -1.10765 -5.36879 3.15655
C16 -3.57175 3.24370 -0.80112
C17 -3.73852 -1.86237 -4.61299
C18 1.46330 1.78344 2.67941
C19 -0.80646 -6.83853 3.02494
C20 -0.56285 4.89809 -0.83478
C21 -1.65069 -1.69182 -5.90289
C22 -2.46067 -3.60790 4.10062
C23 -0.74967 2.72004 0.41594
C24 -2.14195 -4.95216 3.98638
C25 -1.63849 -0.80031 -4.74745
C26 3.57034 -2.31602 2.98194
C27 1.42369 -1.90301 1.93651
C28 3.67954 2.87562 1.08664
C29 2.20150 -2.49976 2.94125
C30 -3.03526 -2.33561 -5.88359
C31 -0.65968 -3.06327 2.59113
H1 0.36718 3.55142 -5.00204
H2 3.35762 2.04297 0.46267
H3 0.29405 4.92873 1.65729
H4 1.85725 1.27028 -4.59687
H5 4.04109 3.69156 0.45990
H6 1.67967 2.25589 -0.67034
H7 1.70994 -3.10303 3.69477
H8 5.27956 -1.38594 2.05713
H9 -2.84504 0.98948 1.46666
H10 2.38610 0.73672 -2.97734
H11 -2.70877 -5.69289 4.53873
H12 -1.38502 -7.41519 3.74613
H13 0.84883 -4.11825 0.68672
H14 -3.27759 -3.29302 4.73794
H15 2.00497 3.84700 -1.38496
H16 0.35792 -5.79410 0.94108
H17 -0.20402 1.83023 0.72650
H18 -1.26660 3.12158 1.29359
H19 -1.91645 -1.60993 3.51353
H20 0.48450 1.89992 3.14376
H21 1.38614 1.14638 1.80249
H22 4.50232 2.54153 1.71926
H23 1.63643 5.20749 0.57902
H24 -3.69874 3.69702 0.18231
H25 3.89203 -0.29126 0.29536
H26 -0.37658 -1.51515 1.16140
H27 -2.29597 -0.28268 0.34002
H28 1.63148 -5.07987 1.92964
H29 -0.69008 4.36636 -3.84253
H30 1.07012 4.64705 -3.78908
H31 2.91748 2.32930 -3.61562
H32 -4.47640 2.70183 -1.07310
H33 -1.23703 5.38238 -0.12370
H34 -1.16600 4.53205 -1.66676
H35 4.14432 -2.78988 3.77019
H36 0.11778 5.65703 -1.22791
H37 -3.91323 0.44205 0.14481
H38 0.25214 -7.04816 3.19004
H39 -3.38991 4.01678 -1.54291
H40 -1.05266 -7.20868 2.02683
H41 2.12511 1.29170 3.39350

Orbital gap: 7.1 eV
Energy above the lowest of the compared OMol25 structures with the same formula, charge and spin: 0.0 kJ/mol
Highest occupied orbital energy: -4.956 eV
Total charge: -1

# 4
Entry from the Open Molecules 2025 dataset: a structure of composition C31H41B2CaCl3F12MgN6O17P3 at a distorted geometry (ωB97M-V/def2-TZVPD).

Geometry (Å):
Ca1 -2.63366 -3.31690 -2.81019
Cl1 9.27724 -3.13643 -3.43962
Cl2 7.11805 -0.37304 -1.55201
Cl3 7.80336 -2.85663 -5.94577
P1 -1.22229 -3.72400 -7.84177
P2 2.14888 3.07010 1.53669
P3 0.80293 -2.14912 1.98123
Mg1 0.15000 -0.25195 4.22542
F1 -11.95646 0.08939 7.65833
F2 -11.52875 2.35283 9.14882
F3 10.31943 4.06532 -0.58010
F4 -7.75376 1.82370 8.65415
F5 -9.98968 3.06824 7.33185
F6 -8.03781 3.90546 6.90902
F7 -7.31690 3.75036 9.54989
F8 -9.83246 0.54745 7.59262
F9 8.24153 3.77994 0.42673
F10 8.37771 4.49187 -1.78190
F11 -11.94789 0.66410 10.42054
F12 8.94478 2.30374 -1.23042
O1 0.91169 0.91555 -1.80870
O2 5.13398 -1.85166 -2.43327
O3 2.20368 4.42897 0.52834
O4 0.56253 2.51989 1.82226
O5 2.80065 -3.63854 2.49499
O6 -3.82167 -0.29314 -4.84553
O7 2.94911 -4.22063 -11.17781
O8 -2.43463 -4.24269 -7.07659
O9 3.33826 -5.32780 -9.36973
O10 -9.87092 1.37699 10.30597
O11 -0.58167 -1.52066 1.92674
O12 -0.93525 -2.27747 -7.43816
O13 -0.01054 -4.59171 -7.50135
O14 4.48678 1.62988 -2.74414
O15 5.32299 2.69806 -0.97815
O16 -1.50128 -3.78350 -9.34120
O17 1.97623 3.06435 -2.12115
N1 1.82166 -1.69337 0.61497
N2 -3.51832 3.31133 6.75263
N3 3.23298 -4.28840 -9.99468
N4 2.53087 0.25468 4.05316
N5 3.31976 -0.17459 -0.56091
N6 2.64478 0.47042 1.55992
C1 -2.72228 2.68627 5.83003
C2 4.08078 -1.87821 -7.26411
C3 3.83309 -3.06769 -7.93546
C4 2.51308 -0.57728 0.56916
C5 3.38300 0.14147 2.81877
C6 -3.34615 1.52600 5.45113
C7 3.47015 -3.03215 -9.27610
C8 3.30906 1.30375 -0.64372
C9 3.58683 -0.63780 -9.26856
C10 -0.43380 -1.56128 -1.38352
C11 4.61536 -0.84213 -0.25346
C12 1.87762 -2.63544 -0.50476
C13 3.34057 -1.82376 -9.94706
C14 5.48137 -1.15273 -1.53289
C15 -4.56368 1.44472 6.17591
C16 -4.63993 2.55820 6.97253
C17 -4.73747 0.69372 -4.37507
C18 0.78917 -2.39162 -1.57962
C19 -9.26197 2.66935 10.25549
C20 -8.95802 3.72805 7.89087
C21 3.96051 -0.66567 -7.93064
C22 -1.40258 -1.35886 -2.47600
C23 -1.16219 -2.03263 -3.87500
C24 8.30923 -2.05389 -4.45043
C25 1.02161 -3.06793 -2.90967
C26 -8.33157 2.97519 9.06444
C27 4.48084 1.96938 -1.47950
C28 0.08228 -2.91675 -4.04684
C29 3.23697 1.65596 0.90204
C30 -11.03594 1.16922 9.56115
C31 -10.83377 0.17396 8.41286
B1 2.02645 1.76439 -1.54044
B2 8.96773 3.66197 -0.79311
H1 -2.28492 -0.69409 -2.26991
H2 3.49122 0.31010 -9.78433
H3 3.92969 -4.00706 -7.40659
H4 3.03752 -0.14338 4.84835
H5 -10.60145 -0.82018 8.80178
H6 5.21206 -0.33114 0.56092
H7 3.86474 -0.88082 2.75518
H8 3.05329 -1.79034 -10.99007
H9 -1.78420 3.12090 5.52365
H10 4.37135 -1.89598 -6.22014
H11 -4.19057 1.51378 -3.90420
H12 -1.90249 -1.86085 -4.74149
H13 4.35255 -1.85707 0.18283
H14 -5.39306 2.87982 7.67352
H15 0.84879 0.78891 -2.77564
H16 -5.33167 1.07420 -5.20775
H17 -3.31070 4.18686 7.19962
H18 -9.99309 3.46359 10.41959
H19 2.27671 1.23561 4.21065
H20 0.59985 -3.55719 1.87003
H21 1.30137 4.80772 0.57510
H22 4.29118 1.96640 1.14225
H23 -0.61913 -1.04690 -0.41132
H24 -5.29988 0.65805 6.12051
H25 1.43003 -1.93845 3.23817
H26 4.24305 0.84934 3.00403
H27 -3.24754 0.13554 -5.49251
H28 -2.96996 0.81376 4.73412
H29 0.00590 3.25353 2.13274
H30 7.42537 -1.75101 -3.89692
H31 4.16005 0.26170 -7.40514
H32 8.90376 -1.18018 -4.70236
H33 -5.39969 0.23531 -3.64142
H34 3.00672 -4.47433 2.07586
H35 1.70644 -3.66650 -0.07785
H36 1.92515 -3.71431 -3.06372
H37 0.31900 -3.41970 -5.02427
H38 1.15589 3.45156 -1.75497
H39 -8.62597 2.69083 11.14193
H40 2.88604 -2.68225 -1.00034
H41 -9.30561 4.71805 8.20060

Orbital gap: 1.8 eV
Highest occupied orbital energy: -4.410 eV
Total charge: -1

# 5
Entry from the Open Molecules 2025 dataset: a structure of composition C31H41BaBrN6O9 (ωB97M-V/def2-TZVPD).

Geometry (Å):
Ba1 -0.33586 -0.64906 0.27224
Br1 -5.95284 3.28790 -4.17264
O1 5.92009 3.38207 -1.90150
O2 -1.71698 -1.37598 2.51464
O3 -3.18621 -0.00155 -1.11626
O4 1.06891 -1.00842 2.64772
O5 1.26997 -2.90830 0.66576
O6 -0.59910 -5.09401 3.40075
O7 -1.06964 1.51208 -1.16663
O8 0.15167 -2.41253 -1.75213
O9 -2.03194 -2.80600 0.02692
N1 5.42671 4.87127 -0.26364
N2 0.22523 3.68912 -2.68235
N3 -1.39290 -7.20131 3.66727
N4 1.67053 1.44188 -0.21044
N5 -0.50016 -6.05435 5.45310
N6 -1.06501 5.36891 -1.97641
C1 -4.33007 -0.85730 -1.17651
C2 -4.42910 1.55985 -2.52923
C3 -2.17397 1.98299 -1.83065
C4 0.21633 5.88606 -2.04553
C5 0.24111 -0.94216 3.81126
C6 -0.80660 -6.06922 4.13259
C7 2.31146 1.40115 -1.38770
C8 -2.84588 -2.20005 2.19915
C9 -0.99248 4.07351 -2.39503
C10 3.45548 2.12238 -1.64948
C11 -2.48262 -3.34259 1.27938
C12 -1.68521 -3.82095 -0.91194
C13 3.29233 3.03405 0.54719
C14 2.17247 2.24158 0.73464
C15 3.94849 2.97653 -0.67351
C16 -3.29805 1.16301 -1.83710
C17 2.13759 -1.96069 2.66041
C18 2.37030 5.02698 -2.73637
C19 1.62364 -3.81580 -0.37272
C20 1.40639 -3.09332 -1.68533
C21 -1.00291 -1.79119 3.68807
C22 1.00972 4.82546 -2.49398
C23 -0.99826 -3.18594 -2.10421
C24 0.73650 7.14746 -1.76615
C25 5.19295 3.76672 -1.01307
C26 -2.18250 3.20620 -2.47393
C27 2.08814 7.31804 -1.98195
C28 1.75931 -3.25084 1.97153
C29 -3.31213 3.59695 -3.19093
C30 2.89367 6.27462 -2.47260
C31 -4.41808 2.77210 -3.21144
H1 2.68139 -4.08594 -0.30056
H2 1.65465 2.25018 1.68784
H3 -0.00144 -5.26127 5.81088
H4 -4.06718 -1.75465 -0.62906
H5 1.87915 0.76741 -2.15570
H6 1.51757 -3.77109 -2.53488
H7 3.96724 2.04598 -2.59835
H8 2.98149 4.23797 -3.15203
H9 -0.76866 -2.85671 3.62272
H10 -1.52152 -7.28012 2.67545
H11 -1.04905 -4.56103 -0.41968
H12 -1.91262 5.87457 -1.78051
H13 -3.27968 -2.61728 3.11062
H14 0.79472 -1.26182 4.69696
H15 2.96321 -1.48667 2.12747
H16 -1.63029 -1.62397 4.56959
H17 -1.67789 -2.48948 -2.59749
H18 -0.72782 -3.96613 -2.81998
H19 -2.58905 -4.33265 -1.26098
H20 2.45826 -2.15766 3.68584
H21 6.21633 5.43863 -0.52954
H22 -1.70236 -3.96960 1.72243
H23 -0.32688 2.13578 -1.28506
H24 -3.31847 4.53596 -3.72733
H25 -1.45120 -8.04042 4.21606
H26 -0.58834 -6.86408 6.04014
H27 3.94004 6.46500 -2.67329
H28 4.68841 5.31786 0.25095
H29 -3.36838 -3.96522 1.11125
H30 -0.02597 0.10863 3.93456
H31 2.53193 8.28710 -1.79787
H32 -3.58227 -1.54428 1.73296
H33 0.99650 -3.81452 2.51144
H34 3.64588 3.65511 1.35863
H35 2.65342 -3.87431 1.88627
H36 -5.19516 -0.37685 -0.71738
H37 0.11461 7.96322 -1.42250
H38 2.16183 -2.31189 -1.78243
H39 -4.56138 -1.11833 -2.21061
H40 1.03810 -4.73518 -0.28994
H41 -5.31962 0.95046 -2.55815

Orbital gap: 8.2 eV
Highest occupied orbital energy: -12.549 eV
Total charge: +2

Listing molar mass for the structures above in their given order: 812.5; 906.9; 959.5; 1283.0; 858.9 g mol⁻¹.